No. 1
# C8H10OS

C8H10OS in the gas phase (the ωB97M-V functional and the def2-TZVPD basis, the Open Molecules 2025 dataset).

Properties
- 2S+1 = 1
- Kohn-Sham gap (eV) = 9.30
- structure (SMILES) = C/C=C\[C@@]1(C(C)=O)C=C1S
- HOMO energy (eV) = -8.856
- energy relative to the best compared isomer or geometry (same formula, charge and spin) (kJ/mol) = 293.1
- electronic energy (Ha) = -784.110917

Last column: natural (NBO) charge in e.
Element x y z (Å)
C1 -1.4691 -1.7248 -1.0981  -0.671
C2 -1.4677 -1.7075 0.3830  -0.136
C3 -0.7666 -0.9060 1.1574  -0.205
C4 0.2040 0.1082 0.6271  -0.217
C5 -0.4916 1.3159 -0.0130  0.588
C6 0.3445 2.4525 -0.5395  -0.732
O1 -1.7207 1.4207 -0.0876  -0.554
C7 1.3720 0.4857 1.5466  -0.171
C8 1.6451 -0.1598 0.4122  -0.118
S1 2.5571 -0.9101 -0.9024  0.059
H1 -0.6899 -1.0548 -1.5098  0.205
H2 -1.0576 -2.7012 -1.3920  0.229
H3 -2.4012 -1.2469 -1.5558  0.245
H4 -2.1137 -2.4009 0.9335  0.198
H5 -0.8629 -0.9020 2.1828  0.199
H6 -0.1491 2.8277 -1.4833  0.243
H7 1.4368 2.3801 -0.8149  0.229
H8 0.2087 3.1656 0.1663  0.234
H9 1.6387 0.8706 2.4299  0.225
H10 3.7833 -1.3129 -0.4425  0.152

No. 2
# C8H10S

C8H10S in the gas phase (the ωB97M-V functional and the def2-TZVPD basis, the Open Molecules 2025 dataset).

Properties
- 2S+1 = 1
- Kohn-Sham gap (eV) = 8.84
- structure (SMILES) = C=CC#CS/C=C/CC
- HOMO energy (eV) = -8.292
- energy relative to the best compared isomer or geometry (same formula, charge and spin) (kJ/mol) = 447.8
- electronic energy (Ha) = -708.857396

Last column: natural (NBO) charge in e.
Element x y z (Å)
C1 -2.2614 -2.9845 0.1916  -0.336
C2 -2.4032 -1.8630 -0.4613  -0.251
C3 -3.0097 -0.6369 0.0910  -0.045
C4 -3.2932 0.5313 0.0772  -0.226
S1 -2.9680 2.1788 0.1978  0.284
C5 -1.2408 1.9984 -0.4388  -0.346
C6 -0.2889 1.2619 0.1277  -0.155
C7 1.0776 0.9647 -0.5517  -0.423
C8 2.1595 1.2135 0.4569  -0.605
H1 -1.7196 -3.8485 -0.1206  0.203
H2 -2.5503 -2.9987 1.2660  0.199
H3 -2.2056 -1.7114 -1.4559  0.212
H4 -1.2481 2.5059 -1.4489  0.227
H5 -0.2202 0.7792 1.1730  0.223
H6 1.0488 -0.0275 -0.8860  0.206
H7 1.2168 1.5476 -1.4362  0.204
H8 2.0631 2.2881 0.6178  0.209
H9 3.0971 0.9532 -0.0452  0.215
H10 2.0395 0.7360 1.4397  0.208